ORCA calculation (ωB97M-V with the def2-TZVPD basis set) on 2 unconnected molecules or ions with the total composition C6H16NO in a non-equilibrium geometry.

Element x y z (Å)
C: -1.440 -0.261 -1.145
C: -0.755 0.545 -0.233
C: 0.278 -0.018 0.695
C: 1.353 1.271 2.417
C: 1.363 0.886 1.090
C: 2.370 1.408 0.130
N: -0.840 -0.420 -2.573
H: -2.541 -0.051 -1.354
H: -1.576 -1.335 -0.566
H: -0.235 1.345 -0.723
H: -1.479 1.187 0.402
H: -0.342 -0.330 1.632
H: 0.664 -0.935 0.459
H: 0.509 1.086 3.038
H: 2.214 1.569 2.987
H: 2.527 0.760 -0.587
H: 1.907 2.327 -0.415
H: 3.183 1.672 0.574
H: -0.713 0.530 -2.943
H: 0.017 -0.928 -2.396
H: -1.559 -0.935 -3.123
H: -2.375 -2.845 0.685
H: -1.130 -3.503 1.359
O: -1.397 -3.024 0.591

**Energy above the lowest of the compared OMol25 structures with the same formula, charge and spin**: 350.2 kJ/mol
**Net charge**: +1
**2S+1**: 1
**E_tot**: -367.84906 Eh
**LUMO level**: -0.132 Ha
**Highest occupied orbital energy**: -0.437 Eh
**Kohn-Sham gap**: 8.28 eV